1.
{"formula": "C12H24NO4P2Rh", "method": "ωB97M-V/def2-TZVPD", "species": ["Rh", "P", "C", "C", "N", "C", "C", "C", "C", "C", "P", "H", "H", "H", "H", "H", "H", "H", "H", "O", "H", "H", "O", "H", "C", "H", "H", "H", "C", "H", "H", "H", "C", "H", "H", "H", "C", "H", "H", "H", "O", "C", "O", "H"], "coordinates": [[0.34, -0.56, 0.65], [-1.90, -1.02, 0.52], [-2.47, 0.35, -0.44], [-1.65, 1.48, -0.46], [-0.33, 1.36, 0.00], [0.46, 2.42, 0.18], [-0.05, 3.70, -0.03], [-1.34, 3.86, -0.55], [-2.09, 2.74, -0.87], [1.89, 2.17, 0.64], [2.29, 0.42, 0.35], [-3.10, 2.81, -1.29], [0.60, 4.53, 0.22], [-1.73, 4.86, -0.72], [2.58, 2.81, 0.09], [2.02, 2.37, 1.71], [-1.57, -0.55, -2.47], [-3.38, 0.30, -1.11], [0.45, -1.89, -2.40], [-0.97, -0.79, -3.16], [-1.56, -0.95, -3.93], [0.87, -1.79, -0.64], [1.15, -2.20, -1.80], [1.10, -3.18, -1.91], [2.96, 0.38, -1.35], [3.73, 1.15, -1.43], [3.41, -0.60, -1.55], [2.17, 0.58, -2.08], [3.58, -0.09, 1.48], [3.95, -1.08, 1.17], [4.40, 0.64, 1.45], [3.16, -0.16, 2.49], [-2.74, -0.59, 2.05], [-3.81, -0.77, 1.88], [-2.31, -1.19, 2.86], [-2.57, 0.49, 2.22], [-2.47, -2.64, -0.10], [-1.97, -3.42, 0.50], [-3.56, -2.67, 0.05], [-2.23, -2.78, -1.16], [0.50, -1.51, 2.82], [0.68, -2.65, 2.26], [0.69, -2.79, 0.97], [0.83, -3.53, 2.88]], "multiplicity": 5, "lumo_energy_ev": [-6.159, -9.290], "charge": 2, "molar_mass_da": 411.18, "de_lowest_kj_mol": 12.0, "s_squared": 6.04, "orbital_gap_ev": [7.093, 7.139]}

=====

2.
{"formula": "C45H46N5O5SiTi", "method": "ωB97M-V/def2-TZVPD", "species": ["Ti", "O", "C", "C", "C", "C", "C", "C", "C", "O", "N", "N", "C", "C", "C", "C", "C", "C", "C", "O", "H", "H", "H", "H", "H", "H", "H", "H", "H", "H", "O", "C", "C", "C", "C", "N", "C", "C", "C", "C", "C", "C", "O", "C", "C", "N", "H", "H", "H", "H", "H", "H", "H", "H", "H", "H", "H", "H", "C", "Si", "C", "N", "C", "C", "C", "C", "C", "C", "C", "C", "C", "C", "C", "C", "C", "C", "C", "C", "C", "H", "H", "H", "H", "H", "H", "H", "H", "H", "H", "H", "H", "H", "H", "H", "H", "H", "H", "H", "H", "H", "H", "H", "H"], "coordinates": [[-0.87, -0.60, -0.37], [0.50, -5.29, -2.68], [1.67, -4.78, -2.27], [2.83, -5.52, -2.52], [4.06, -5.07, -2.11], [4.18, -3.85, -1.45], [3.04, -3.10, -1.21], [1.78, -3.54, -1.61], [0.61, -2.70, -1.32], [0.74, -1.51, -0.85], [-0.58, -3.21, -1.55], [-1.58, -2.34, -1.18], [-2.79, -2.71, -1.45], [-3.95, -1.98, -1.02], [-5.24, -2.45, -1.31], [-6.36, -1.81, -0.83], [-6.21, -0.68, -0.03], [-4.96, -0.18, 0.26], [-3.81, -0.80, -0.25], [-2.62, -0.31, -0.02], [-0.21, -4.71, -2.31], [2.72, -6.47, -3.03], [4.94, -5.67, -2.30], [5.15, -3.49, -1.12], [3.12, -2.14, -0.70], [-2.93, -3.65, -1.97], [-5.34, -3.35, -1.90], [-7.35, -2.19, -1.06], [-7.09, -0.18, 0.37], [-4.84, 0.70, 0.89], [-1.65, 6.10, -2.79], [-2.28, 5.69, -1.59], [-1.89, 4.27, -1.27], [-2.18, 3.71, -0.03], [-1.82, 2.41, 0.21], [-1.19, 1.63, -0.67], [-0.95, 2.15, -1.89], [-1.28, 3.47, -2.21], [-0.42, 1.24, -2.92], [0.26, 1.72, -4.03], [0.65, 0.84, -5.03], [1.38, 1.35, -6.25], [2.35, 2.33, -5.95], [0.33, -0.50, -4.87], [-0.32, -0.90, -3.72], [-0.67, -0.07, -2.74], [-1.95, 6.99, -3.00], [-3.38, 5.73, -1.69], [-2.00, 6.34, -0.75], [-2.68, 4.29, 0.74], [-2.03, 1.96, 1.17], [-1.09, 3.86, -3.20], [0.50, 2.77, -4.13], [0.67, 1.84, -6.91], [1.82, 0.51, -6.80], [3.03, 1.94, -5.39], [0.59, -1.23, -5.63], [-0.57, -1.94, -3.58], [-0.77, -1.66, 1.52], [0.41, -0.86, 2.69], [1.80, -0.13, 1.59], [1.29, 0.90, 0.67], [2.21, 1.11, -0.47], [3.38, 2.03, -0.13], [2.86, 3.46, 0.13], [1.40, 3.41, 0.59], [1.13, 2.17, 1.43], [1.29, -2.01, 3.91], [2.25, -2.90, 3.43], [2.90, -3.79, 4.27], [2.60, -3.81, 5.63], [1.64, -2.95, 6.13], [1.00, -2.06, 5.28], [-0.46, 0.49, 3.70], [0.23, 1.20, 4.69], [-0.40, 2.18, 5.44], [-1.74, 2.47, 5.22], [-2.44, 1.77, 4.24], [-1.80, 0.79, 3.50], [-1.76, -1.77, 1.96], [-0.41, -2.67, 1.29], [2.16, -0.97, 1.00], [2.67, 0.23, 2.17], [1.65, 1.55, -1.30], [2.56, 0.14, -0.80], [4.09, 2.03, -0.96], [3.89, 1.64, 0.75], [2.94, 4.06, -0.78], [3.48, 3.94, 0.89], [0.73, 3.44, -0.28], [1.15, 4.29, 1.19], [0.13, 2.21, 1.86], [1.84, 2.19, 2.27], [2.49, -2.91, 2.37], [3.64, -4.48, 3.87], [3.11, -4.50, 6.29], [1.39, -2.96, 7.18], [0.24, -1.39, 5.68], [1.28, 0.98, 4.87], [0.15, 2.72, 6.21], [-2.24, 3.24, 5.80], [-3.49, 1.99, 4.07], [-2.36, 0.24, 2.75]], "multiplicity": 2, "lumo_energy_ev": [-0.494, -0.504], "molar_mass_da": 812.85, "de_lowest_kj_mol": 49.3, "s_squared": 0.76, "orbital_gap_ev": [5.542, 6.698]}

=====

3.
{"formula": "C4H2FNS", "method": "ωB97M-V/def2-TZVPD", "species": ["N", "C", "C", "F", "C", "C", "S", "H", "H"], "coordinates": [[2.38, 1.57, 0.04], [1.61, 0.82, 0.43], [0.67, -0.13, 0.82], [0.87, -0.67, 2.03], [-0.47, -0.56, 0.18], [-1.06, 0.03, -1.05], [-2.35, -0.71, -1.77], [-1.21, -1.28, 0.68], [-0.44, 0.93, -1.36]], "multiplicity": 1, "smiles": "N#C/C(F)=C\\C=S", "lumo_energy_ev": -1.860, "molar_mass_da": 115.13, "de_lowest_kj_mol": 51.0, "orbital_gap_ev": 7.656}

=====

4.
{"formula": "C15H33As3O4PdTe", "method": "ωB97M-V/def2-TZVPD", "species": ["Pd", "C", "As", "C", "C", "C", "C", "C", "As", "C", "C", "C", "As", "C", "C", "H", "H", "H", "H", "H", "H", "H", "H", "H", "H", "H", "H", "H", "H", "H", "H", "H", "H", "H", "H", "H", "H", "H", "H", "H", "H", "H", "O", "C", "O", "C", "O", "O", "C", "Te", "C", "H", "H", "H", "H", "H", "H"], "coordinates": [[-1.62, 0.18, -1.75], [-1.77, 1.01, 3.27], [-1.39, 0.63, 1.33], [-2.97, -0.47, 1.06], [-0.11, -0.89, 1.61], [1.40, -0.55, 1.48], [1.75, 0.79, 2.15], [1.81, -0.46, -0.01], [0.63, 0.40, -1.38], [1.94, 0.10, -2.83], [1.02, 2.30, -1.09], [2.25, -1.69, 2.07], [2.46, -2.18, 3.99], [0.89, -1.53, 4.98], [3.71, -0.77, 4.58], [-2.00, 0.10, 3.82], [-2.63, 1.68, 3.31], [-0.93, 1.52, 3.74], [-3.13, -1.14, 1.91], [-2.84, -1.05, 0.15], [-3.82, 0.19, 0.90], [-0.36, -1.63, 0.84], [-0.31, -1.35, 2.57], [1.27, 1.61, 1.61], [2.83, 0.95, 2.14], [1.41, 0.82, 3.18], [1.92, -1.48, -0.40], [2.80, 0.01, -0.08], [2.90, 0.56, -2.60], [1.52, 0.54, -3.73], [2.07, -0.97, -2.99], [2.07, 2.48, -0.84], [0.36, 2.66, -0.31], [0.75, 2.81, -2.01], [3.30, -1.54, 1.76], [1.94, -2.62, 1.59], [0.03, -2.18, 4.80], [0.61, -0.51, 4.73], [1.14, -1.58, 6.04], [4.59, -0.78, 3.94], [4.03, -0.99, 5.60], [3.26, 0.22, 4.55], [-5.22, 0.28, -1.37], [-4.18, 0.60, -1.97], [-3.59, -0.14, -2.85], [-3.50, 1.98, -1.65], [-3.43, 2.30, -0.43], [-3.10, 2.65, -2.64], [-0.50, 0.71, -6.82], [-1.69, 0.79, -4.96], [-1.67, -1.35, -4.91], [0.54, 0.42, -6.63], [-0.51, 1.69, -7.30], [-0.94, -0.01, -7.51], [-2.27, -1.75, -5.72], [-2.09, -1.64, -3.95], [-0.64, -1.71, -4.99]], "multiplicity": 1, "lumo_energy_ev": 4.254, "charge": -2, "molar_mass_da": 736.21, "de_lowest_kj_mol": 24.3, "orbital_gap_ev": 4.763}

=====

5.
{"formula": "C35H46N5O5PPdS", "method": "ωB97M-V/def2-TZVPD", "species": ["Pd", "C", "C", "C", "O", "C", "O", "O", "H", "H", "H", "H", "H", "H", "H", "C", "N", "N", "C", "O", "C", "C", "C", "C", "C", "C", "C", "C", "C", "H", "H", "H", "H", "H", "H", "H", "H", "H", "H", "H", "H", "C", "N", "C", "N", "C", "N", "C", "P", "C", "C", "H", "H", "H", "H", "H", "H", "H", "H", "H", "H", "H", "H", "H", "O", "S", "C", "C", "C", "C", "C", "C", "C", "C", "C", "C", "C", "C", "C", "C", "H", "H", "H", "H", "H", "H", "H", "H", "H", "H", "H", "H", "H", "H"], "coordinates": [[0.63, -0.98, 0.01], [5.31, -2.76, 0.29], [4.11, -2.13, 1.00], [4.45, -0.74, 1.51], [3.73, -2.93, 2.12], [2.94, -2.05, 0.01], [2.98, -1.18, -0.87], [1.96, -2.86, 0.11], [6.15, -2.82, 0.99], [5.60, -2.16, -0.57], [5.07, -3.76, -0.05], [5.21, -0.81, 2.28], [3.57, -0.22, 1.90], [4.84, -0.13, 0.69], [3.36, -3.74, 1.75], [-5.19, 2.04, -0.62], [-3.83, 1.54, -0.76], [-3.19, 0.83, 0.23], [-2.02, 0.35, -0.26], [-1.21, -0.26, 0.54], [-1.95, 0.72, -1.61], [-3.09, 1.45, -1.88], [-3.53, 2.06, -3.16], [-3.66, 0.79, 1.58], [-3.58, 1.93, 2.37], [-4.05, 1.88, 3.67], [-4.58, 0.70, 4.17], [-4.65, -0.44, 3.38], [-4.20, -0.39, 2.07], [-5.64, 1.59, 0.26], [-5.78, 1.74, -1.49], [-5.20, 3.12, -0.52], [-1.16, 0.47, -2.29], [-2.74, 1.95, -3.91], [-3.75, 3.12, -3.04], [-4.43, 1.57, -3.54], [-3.15, 2.84, 1.96], [-4.00, 2.76, 4.29], [-4.95, 0.67, 5.19], [-5.08, -1.35, 3.76], [-4.27, -1.25, 1.41], [-0.14, -0.97, 5.33], [1.26, -1.48, 4.96], [1.23, -3.03, 5.02], [0.20, -3.55, 4.19], [-1.10, -3.00, 4.58], [-1.12, -1.55, 4.48], [-1.03, -1.09, 3.09], [0.56, -1.62, 2.29], [1.70, -1.00, 3.61], [0.48, -3.39, 2.76], [-0.11, 0.12, 5.23], [-0.31, -1.25, 6.37], [1.92, -1.15, 5.66], [1.06, -3.29, 6.06], [2.22, -3.37, 4.70], [-1.30, -3.29, 5.61], [-1.87, -3.42, 3.94], [-1.13, -0.01, 3.04], [-1.85, -1.51, 2.52], [1.72, 0.09, 3.62], [2.70, -1.39, 3.43], [1.42, -3.89, 2.52], [-0.30, -3.88, 2.17], [1.03, 1.03, -0.82], [1.94, 1.52, -1.95], [2.00, 0.30, -3.31], [0.71, -0.40, -3.56], [-0.18, 0.06, -4.53], [-1.38, -0.61, -4.76], [-1.71, -1.74, -4.01], [-0.81, -2.21, -3.06], [0.39, -1.56, -2.85], [0.96, 2.82, -2.73], [1.74, 3.51, -3.81], [2.98, 4.10, -3.53], [3.70, 4.73, -4.53], [3.19, 4.79, -5.82], [1.96, 4.21, -6.11], [1.24, 3.58, -5.11], [2.79, -0.38, -3.02], [2.33, 0.90, -4.16], [0.08, 0.91, -5.14], [-2.05, -0.27, -5.54], [-2.64, -2.26, -4.19], [-1.04, -3.12, -2.51], [1.14, -2.00, -2.19], [0.71, 3.48, -1.90], [0.04, 2.38, -3.11], [3.37, 4.07, -2.52], [4.65, 5.18, -4.30], [3.76, 5.28, -6.60], [1.56, 4.27, -7.11], [0.27, 3.15, -5.34]], "multiplicity": 1, "lumo_energy_ev": [-6.630, -6.760], "charge": 2, "molar_mass_da": 786.24, "de_lowest_kj_mol": 82.5, "orbital_gap_ev": [6.439, 6.309]}

=====

6.
{"formula": "C2HClO2S", "method": "ωB97M-V/def2-TZVPD", "species": ["C", "C", "O", "O", "S", "Cl", "H"], "coordinates": [[0.48, 0.16, -0.29], [1.81, -0.19, -0.11], [1.01, -1.15, -0.66], [2.86, -0.20, 0.45], [-2.14, 0.81, 1.10], [-3.63, -0.09, 0.24], [-0.40, 0.65, -0.72]], "multiplicity": 1, "lumo_energy_ev": [-3.352, -3.342], "molar_mass_da": 124.55, "de_lowest_kj_mol": 459.5, "orbital_gap_ev": [5.407, 5.433]}